<i>
14
Properties=species:S:1:pos:R:3:mulliken_charge:R:1 method="wB97M-V/def2-TZVPD" homo_ha=-0.4943 lumo_energy_ev=-3.4623 orbital_gap_ev=9.99 total_charge=+1
C -0.8268 0.0768 -0.0718 -0.602
C 0.5748 0.4864 0.3629 -0.183
N -0.9796 -1.3875 0.0564 -0.189
N 0.8674 1.8040 0.0995 -0.430
S 1.8171 -0.8292 -0.1280 -0.285
H -0.9616 0.3539 -1.1224 0.383
H -1.5689 0.6093 0.5230 0.317
H 0.6429 0.4139 1.9963 0.332
H -0.0037 -1.7506 -0.2082 0.226
H -1.7155 -1.7689 -0.5455 0.354
H -1.1576 -1.6614 1.0283 0.370
H 1.7463 2.1381 0.4670 0.273
H 0.7012 2.1278 -0.8466 0.232
H 1.9909 -0.3828 -1.3803 0.202

---

<ii>
14
Properties=species:S:1:pos:R:3:mulliken_charge:R:1 method="wB97M-V/def2-TZVPD" homo_ha=-0.5328 lumo_energy_ev=-3.9876 orbital_gap_ev=10.51 total_charge=+1
C -2.0225 0.1224 0.8301 -0.765
C 0.0466 -0.2969 -1.0328 0.077
N 0.5419 0.9139 -1.0779 -0.222
N 1.5041 -1.0023 0.4574 -0.701
S -1.4723 -0.8483 -0.6688 0.086
H -2.5894 -0.5610 1.4403 0.370
H -2.5134 1.0684 0.8148 0.335
H -1.0999 0.2198 1.3686 0.189
H 0.5208 -1.0552 -1.6246 0.278
H 0.0482 1.7135 -0.5977 0.266
H 1.3376 1.0814 -1.5845 0.229
H 2.5418 -0.7343 0.4517 0.295
H 1.0904 -0.4334 1.1029 0.265
H 1.4440 -2.0004 0.8130 0.296

---

Which one is most stable, and which one is least stable? <ii> is the most stable of them, while <i> is the least stable.

---

<i>
8
Properties=species:S:1:pos:R:3:mulliken_charge:R:1 method="wB97M-V/def2-TZVPD" homo_ha=-0.3714 lumo_energy_ev=0.3885 orbital_gap_ev=10.49 smiles=POC(Cl)Cl total_charge=0
P 1.0794 -0.2111 1.0010 0.058
O 0.3919 0.0776 -0.5747 -0.272
C -0.9474 -0.0419 -0.6877 0.097
Cl -1.7211 -1.3565 0.1671 -0.114
Cl -1.4142 1.6785 0.2473 -0.251
H 1.8319 0.9579 0.9980 0.076
H 2.1896 -1.0678 0.5503 0.075
H -1.4101 -0.0368 -1.7013 0.330

---

<ii>
8
Properties=species:S:1:pos:R:3:mulliken_charge:R:1 method="wB97M-V/def2-TZVPD" homo_ha=-0.3579 lumo_energy_ev=0.1423 orbital_gap_ev=9.88 total_charge=0
C -0.5382 0.0231 -0.1929 -0.536
O -1.4511 -0.9371 -0.1128 -0.363
P 1.0588 0.0290 0.8258 0.318
Cl 2.0328 -1.4407 -0.2188 -0.183
Cl 1.7014 1.7055 -0.1579 -0.177
H -0.2680 0.3803 -1.1616 0.434
H -1.1494 1.5292 0.2714 0.188
H -1.3863 -1.2895 0.7468 0.319

---

Which one is most stable, and which one is least stable? <i> is the most stable of them, while <ii> is the least stable.

---

<i>
15
Properties=species:S:1:pos:R:3:mulliken_charge:R:1 method="wB97M-V/def2-TZVPD" homo_ha=-0.4921 lumo_energy_ev=-3.2728 orbital_gap_ev=10.12 smiles=NC(S)(S)C[NH3+] total_charge=+1
N 0.8585 -0.1501 1.7819 -0.423
C 0.5148 0.0487 0.5157 0.305
S 1.8362 -0.5719 -0.7017 -0.203
S 0.2935 1.9148 0.0549 -0.408
C -0.8809 -0.5558 0.0296 -0.686
N -1.2700 0.0699 -1.2766 -0.177
H 1.7454 0.1923 2.1124 0.245
H 0.1477 -0.1311 2.4797 0.198
H 2.0237 -1.9656 -0.3201 0.218
H 1.1787 2.2924 -0.8735 0.236
H -1.6600 -0.4949 0.8674 0.426
H -0.6575 -1.5496 -0.1712 0.343
H -2.2968 0.2713 -1.3674 0.369
H -0.8963 -0.4471 -2.0434 0.359
H -0.9370 1.0768 -1.0878 0.198

---

<ii>
15
Properties=species:S:1:pos:R:3:mulliken_charge:R:1 method="wB97M-V/def2-TZVPD" homo_ha=-0.4713 lumo_energy_ev=-3.5948 orbital_gap_ev=9.23 total_charge=+1
S -0.6272 2.1271 0.0058 -0.121
S -0.8288 0.8077 1.6570 -0.244
H 0.6831 2.3965 0.0849 0.205
H -1.6491 -0.0129 0.9296 0.254
C 0.1778 -1.2119 -1.2851 0.155
C 1.1434 -1.8129 -0.5329 -0.336
N 1.3841 -1.5116 0.8762 -0.150
N 0.0499 -1.5081 -2.6369 -0.481
H -0.5208 -0.4787 -0.9197 0.086
H 1.8676 -2.5227 -0.9856 0.242
H 2.4215 -1.3326 1.0824 0.429
H 0.9189 -0.6303 1.1759 0.053
H 1.1038 -2.2620 1.5673 0.408
H 0.8602 -2.0360 -3.0292 0.240
H -0.3530 -0.7906 -3.2787 0.262

---

Which one is most stable, and which one is least stable? <ii> is the most stable of them, while <i> is the least stable.